Density functional theory data (ωB97M-V/def2-TZVPD) for C31H17Cl5N4O5Ti as an isolated structure.

For the frontier orbital gap (alpha / beta), the calculation gives 4.13 / 6.17 eV. As for the net charge: -2. Its spin multiplicity is 3. For the relative energy (zero: lowest compared OMol25 entry of this formula, charge and spin), the calculation gives 27.17 kcal/mol.

Atoms and positions in Å:
Ti1 0.38 0.11 -0.01
Cl1 0.45 -6.40 4.27
Cl2 2.49 -3.00 -2.92
Cl3 4.04 0.91 -6.31
Cl4 -2.19 -2.01 2.58
Cl5 2.82 -3.01 0.82
O1 1.23 -0.80 -1.43
O2 0.24 -1.52 1.03
O3 0.53 2.10 3.64
O4 0.49 1.74 -1.09
O5 -3.49 -1.38 -0.45
N1 -1.71 0.09 -0.24
N2 2.20 0.64 0.85
N3 -0.18 1.21 1.60
N4 -1.35 -0.69 -2.99
C1 -1.55 1.53 1.68
C2 1.86 -0.41 -2.52
C3 4.48 1.34 2.32
C4 1.17 1.95 -2.16
C5 2.50 -1.31 -3.35
C6 -2.12 2.44 2.56
C7 1.86 0.98 -2.90
C8 1.49 -4.59 2.54
C9 0.73 1.56 2.54
C10 -1.84 -2.90 -2.22
C11 3.44 0.47 0.35
C12 -0.90 -1.22 -4.13
C13 -1.80 -1.52 -2.06
C14 -3.48 2.72 2.51
C15 2.10 1.22 2.08
C16 2.56 1.36 -4.08
C17 0.31 -2.59 1.74
C18 -2.40 -0.92 -0.80
C19 -2.36 0.90 0.70
C20 3.18 0.41 -4.85
C21 3.22 1.55 2.83
C22 4.58 0.80 1.03
C23 -1.36 -3.44 -3.40
C24 0.40 -4.94 3.31
C25 -3.72 1.20 0.66
C26 -0.74 -4.15 3.33
C27 1.43 -3.43 1.77
C28 -0.77 -3.00 2.56
C29 3.18 -0.94 -4.52
C30 -0.88 -2.58 -4.38
C31 -4.28 2.10 1.56
H1 5.54 0.63 0.56
H2 -2.24 -3.51 -1.43
H3 -1.60 -4.41 3.93
H4 2.38 -5.20 2.52
H5 -1.49 2.90 3.30
H6 3.67 -1.68 -5.14
H7 3.05 1.99 3.81
H8 -5.34 2.32 1.51
H9 -4.34 0.71 -0.07
H10 -1.34 -4.51 -3.55
H11 3.49 0.03 -0.64
H12 -0.53 -0.52 -4.87
H13 5.37 1.58 2.89
H14 1.20 2.98 -2.52
H15 -3.91 3.43 3.21
H16 2.58 2.40 -4.38
H17 -0.48 -2.96 -5.31

---

Density functional theory data (ωB97M-V/def2-TZVPD) for C31H19Br4MnN5O5 as an isolated structure.

For the frontier orbital gap (alpha / beta), the calculation gives 5.66 / 6.32 eV. As for the net charge: -1. Its spin multiplicity is 5. For the relative energy (zero: lowest compared OMol25 entry of this formula, charge and spin), the calculation gives 104.66 kcal/mol.

Atoms and positions in Å:
Br1 3.76 -3.36 -2.79
Br2 2.89 1.30 -5.73
Br3 5.20 1.75 -2.51
Br4 2.74 -2.02 -5.92
Mn1 1.74 -0.84 0.48
O1 2.19 1.08 -0.56
O2 -3.84 4.71 -0.35
O3 1.44 -2.36 -0.97
O4 1.53 -0.87 2.51
O5 0.60 -0.80 -2.39
N1 5.77 -1.23 1.92
N2 -5.63 -0.41 -1.63
N3 -4.92 -1.38 -1.92
N4 -0.56 -0.57 0.19
N5 3.86 -1.13 0.86
C1 4.88 -1.04 -0.06
C2 2.78 0.22 -4.16
C3 -3.49 -1.30 -1.96
C4 1.55 -1.81 -2.10
C5 3.95 -1.70 5.76
C6 -4.31 3.47 -0.63
C7 4.50 -1.63 4.50
C8 -4.37 5.37 0.78
C9 2.67 -1.13 -4.23
C10 -1.16 -0.35 1.34
C11 2.49 0.98 -1.72
C12 -2.73 -0.98 -0.80
C13 6.07 -1.10 0.58
C14 2.48 -1.98 -3.08
C15 -1.47 -1.47 -3.24
C16 1.81 -1.20 4.80
C17 2.78 0.93 -2.94
C18 -0.71 -1.08 -2.16
C19 -2.55 -0.44 1.52
C20 -3.33 -0.76 0.46
C21 -1.32 -0.88 -0.90
C22 -4.12 1.56 -2.09
C23 3.74 -1.34 3.36
C24 -5.11 0.89 -1.35
C25 -2.86 -1.60 -3.13
C26 -3.73 2.83 -1.73
C27 -5.72 1.56 -0.31
C28 2.34 -1.12 3.49
C29 4.41 -1.24 2.06
C30 -5.32 2.83 0.08
C31 2.58 -1.47 5.90
H1 -5.80 3.31 0.92
H2 -2.96 3.35 -2.29
H3 -3.65 1.08 -2.94
H4 6.43 -1.25 2.67
H5 5.56 -1.82 4.40
H6 2.12 -1.52 6.88
H7 7.08 -1.04 0.23
H8 -4.40 -0.86 0.57
H9 -3.84 6.32 0.85
H10 -2.98 -0.27 2.51
H11 -0.51 -0.14 2.18
H12 -3.45 -1.89 -4.00
H13 4.57 -1.93 6.61
H14 0.74 -1.03 4.90
H15 -0.96 -1.63 -4.18
H16 -5.44 5.55 0.67
H17 -4.19 4.79 1.69
H18 4.70 -0.91 -1.11
H19 -6.53 1.06 0.22

---

Density functional theory data (ωB97M-V/def2-TZVPD) for C31H19F16GeN2PSYb as an isolated structure.

For the frontier orbital gap (alpha / beta), the calculation gives 7.37 / 6.50 eV. As for the net charge: +1. Its spin multiplicity is 2.

Atoms and positions in Å:
Yb1 -0.42 -0.14 1.29
Ge1 -0.16 0.45 -2.54
S1 -1.43 1.04 -0.91
P1 -0.41 2.47 3.23
F1 1.43 0.62 0.51
F2 -0.60 -5.80 -2.67
F3 5.48 2.58 -1.16
F4 -3.25 2.43 -7.40
F5 -2.26 -0.73 -4.11
F6 -1.31 -4.35 -0.47
F7 0.24 3.20 -4.26
F8 -3.63 0.03 -6.49
F9 -0.51 -1.96 -0.17
F10 4.80 -2.64 1.96
F11 3.94 1.29 0.88
F12 0.37 -4.40 -4.91
F13 -1.48 4.19 -6.25
F14 1.12 -1.79 -4.58
F15 2.14 0.82 -4.15
F16 4.61 2.21 -3.74
N1 -2.46 -0.86 2.06
N2 -3.59 -2.02 3.59
C1 1.25 -3.02 2.22
C2 -2.52 0.69 -6.03
C3 0.10 -3.68 -3.79
C4 3.49 1.44 -0.41
C5 -0.44 -4.43 -2.72
C6 3.19 -1.12 2.75
C7 0.04 -1.59 -2.50
C8 2.18 1.02 -0.63
C9 -0.75 -3.72 -1.54
C10 -1.50 2.90 -5.84
C11 -3.51 -1.53 1.47
C12 -0.76 2.43 -4.80
C13 -1.39 3.09 4.61
C14 -2.38 1.99 -6.47
C15 -4.17 -2.35 2.35
C16 2.55 -3.42 1.97
C17 1.86 -0.86 3.07
C18 -1.54 -0.86 4.47
C19 3.49 -2.37 2.20
C20 4.37 1.87 -1.39
C21 1.64 0.96 -1.94
C22 0.90 -1.83 2.76
C23 -2.47 -1.23 3.38
C24 2.62 1.18 -2.93
C25 -0.93 3.61 1.87
C26 1.35 2.90 3.55
C27 -0.87 1.12 -4.31
C28 3.85 1.77 -2.72
C29 -1.84 0.26 -4.87
C30 -0.39 -2.38 -1.47
C31 0.39 -2.34 -3.60
H1 -3.45 -1.46 0.37
H2 -0.94 4.06 4.93
H3 3.97 -0.36 2.78
H4 1.41 4.02 3.62
H5 1.91 2.50 2.76
H6 0.46 -3.70 1.92
H7 -0.75 3.16 0.87
H8 -0.51 4.57 1.98
H9 -2.43 3.22 4.44
H10 1.54 2.44 4.51
H11 -3.84 -2.30 4.52
H12 -0.87 -1.71 4.65
H13 -2.04 -0.53 5.35
H14 -0.92 -0.09 3.90
H15 2.82 -4.42 1.61
H16 -2.02 3.79 1.94
H17 1.59 0.14 3.55
H18 -1.24 2.43 5.53
H19 -5.13 -2.89 2.31

---

Density functional theory data (ωB97M-V/def2-TZVPD) for C31H21Br3N4O5S3W as an isolated structure.

For the frontier orbital gap, the calculation gives 5.68 eV. As for the net charge: +2. Its spin multiplicity is 1. For the relative energy (zero: lowest compared OMol25 entry of this formula, charge and spin), the calculation gives 11.54 kcal/mol.

Atoms and positions in Å:
W1 0.59 -0.51 -0.35
Br1 2.69 -5.03 -0.19
Br2 -2.61 -7.00 -0.46
Br3 3.25 -1.67 -2.38
S1 1.58 1.73 -0.42
S2 -2.81 2.90 -0.27
S3 -2.16 1.15 -2.54
O1 0.74 -0.30 -4.33
O2 0.32 -0.28 1.52
O3 -2.41 2.29 3.49
O4 0.40 -0.27 -2.13
O5 1.16 -2.33 -0.25
N1 -1.14 0.87 -0.06
N2 2.80 -0.65 0.18
N3 -1.32 -1.84 -0.37
N4 -1.36 1.19 1.27
C1 3.20 -0.26 1.41
C2 -1.54 1.60 5.54
C3 -2.61 -1.55 -0.36
C4 4.50 -0.38 1.85
C5 0.73 0.37 -3.37
C6 -3.61 -2.52 -0.39
C7 -0.99 -3.17 -0.37
C8 3.72 -1.15 -0.64
C9 0.23 -0.04 5.66
C10 0.25 -0.12 4.29
C11 0.38 -3.43 -0.30
C12 -1.91 1.56 -0.87
C13 1.03 2.52 -4.42
C14 -1.54 1.53 4.15
C15 -3.28 -3.85 -0.42
C16 -1.41 -5.55 -0.40
C17 1.26 2.46 -2.00
C18 -3.73 3.20 -1.81
C19 5.05 -1.30 -0.28
C20 1.03 1.80 -3.22
C21 1.41 4.55 -3.21
C22 1.44 3.85 -2.02
C23 0.85 -4.71 -0.29
C24 -0.07 -5.78 -0.35
C25 -0.67 0.84 6.28
C26 5.45 -0.91 0.99
C27 -0.58 0.55 2.08
C28 1.22 3.89 -4.42
C29 -0.63 0.66 3.51
C30 -2.86 2.77 -2.97
C31 -1.93 -4.22 -0.40
H1 -2.24 2.28 6.01
H2 6.48 -1.02 1.29
H3 5.75 -1.71 -0.99
H4 -0.69 0.91 7.36
H5 -2.04 3.46 -3.15
H6 1.56 5.62 -3.20
H7 -4.64 -2.20 -0.38
H8 -4.67 2.65 -1.77
H9 -2.34 2.15 2.53
H10 4.75 -0.05 2.85
H11 0.90 -0.64 6.26
H12 1.21 4.43 -5.35
H13 0.93 -0.81 3.80
H14 0.87 1.98 -5.34
H15 0.30 -6.79 -0.35
H16 1.62 4.37 -1.09
H17 -3.94 4.27 -1.85
H18 -2.90 -0.52 -0.31
H19 -3.43 2.64 -3.88
H20 2.45 0.17 2.06
H21 -4.05 -4.62 -0.44

---

Number 1: total energy -134355.683 eV, M 750.6 Da. Number 2: total energy -361633.141 eV, M 916.1 Da. Number 3: total energy -187074.640 eV, M 1032.2 Da. Number 4: total energy -293133.529 eV, M 1049.3 Da.